Version one
DFT (the ωB97M-V functional and the def2-TZVPD basis) results for C4H11N2O2 as an isolated structure.

Geometry as ORCA input:
```
! RIJCOSX wB97M-V def2-TZVPD def2/J DEFGRID3
* xyz 1 1
O 1.127 -0.732 0.562
O -3.071 -0.298 -0.732
N -1.905 -0.235 1.162
N -0.549 -0.142 -0.944
C 2.472 -0.771 1.069
C -2.124 0.309 -0.001
C 0.788 0.209 -0.402
C 1.513 1.222 -0.775
H 2.479 -1.345 1.946
H 1.073 1.944 -1.502
H -1.556 0.156 2.016
H -0.673 -1.126 -1.216
H 3.151 -1.340 0.324
H 2.381 1.269 -0.201
H 2.843 0.287 1.035
H -1.952 -1.194 1.214
H -1.969 1.398 -0.118
H -3.387 0.125 -1.480
H -0.641 0.263 -1.955
*
```

## Properties
E_LUMO in eV: -3.16

Just the Löwdin charges please, in e? Sure, here they are: O -0.113; O 0.128; N 0.185; N 0.109; C -0.028; C -0.315; C -0.382; C 0.104; H 0.078; H 0.108; H 0.145; H 0.150; H 0.135; H 0.037; H 0.088; H 0.106; H 0.180; H 0.096; H 0.189



Version two
DFT (the ωB97M-V functional and the def2-TZVPD basis) results for a 2-piece molecular cluster, C4H11N2O2 overall.

Geometry as ORCA input:
```
! RIJCOSX wB97M-V def2-TZVPD def2/J DEFGRID3
* xyz 1 1
O -0.464 -0.263 -3.628
O 1.244 -0.930 -2.457
N 0.210 -0.308 -2.669
N 0.080 -0.011 -0.135
C 1.551 0.187 0.291
C -0.706 0.711 0.866
C -0.404 -1.392 -0.180
C -0.276 0.472 -1.477
H -1.401 -1.489 -0.524
H 1.745 1.241 0.376
H 1.493 -0.396 1.219
H 0.312 2.032 -1.562
H -0.425 -2.134 0.626
H -1.345 0.741 -1.553
H -0.489 0.466 1.824
H 2.114 -0.350 -0.497
H -1.798 0.421 0.643
H -0.556 1.712 0.683
H 0.164 -1.964 -1.026
*
```

## Properties
E_LUMO in eV: -5.14

Just the Löwdin charges please, in e? Sure, here they are: O 0.184; O 0.067; N -0.399; N -0.377; C 0.080; C 0.005; C -0.027; C -0.033; H 0.102; H 0.106; H 0.121; H 0.318; H 0.134; H 0.140; H 0.087; H 0.109; H 0.159; H 0.081; H 0.144



Most stable = version one



Version one
DFT (the ωB97M-V functional and the def2-TZVPD basis) results for C47H39BLaN6O2S as an isolated structure.

Geometry as ORCA input:
```
! RIJCOSX wB97M-V def2-TZVPD def2/J DEFGRID3
* xyz -1 1
La -0.394 -0.456 0.150
S -2.220 -2.042 -1.367
O -0.551 -3.858 2.559
O -1.172 -1.944 1.616
N -1.042 2.592 1.997
N -1.663 1.419 1.685
N -0.523 2.065 -1.055
N -0.099 3.147 -0.320
N 1.450 2.285 1.557
N 1.477 0.928 1.429
C -2.633 1.257 2.576
C 3.636 -2.632 -2.805
C -1.868 2.165 -4.433
C 4.886 0.865 -3.132
C -4.053 -0.314 1.278
C 4.472 -2.632 0.803
C 0.458 5.565 -0.634
C 2.976 4.168 2.182
C 2.706 0.537 1.742
C 2.615 -3.300 -2.200
C -2.212 -3.941 0.839
C -2.648 2.320 3.487
C -2.321 1.378 -5.479
C -2.689 -5.141 1.376
C 3.500 1.637 2.079
C 3.896 1.564 -2.403
C -1.125 1.608 -3.392
C 1.657 -1.217 -1.278
C -0.648 2.495 -2.306
C -2.692 -3.482 -0.407
C 2.861 0.879 -1.829
C 2.663 2.727 1.946
C 0.028 4.223 -1.127
C -3.526 0.083 2.499
C 3.048 -0.900 1.668
C -2.044 0.016 -5.496
C 2.503 -3.212 2.065
C 2.212 -1.860 2.224
C -3.654 -5.897 0.740
C 4.185 -1.288 0.962
C 3.731 -1.216 -2.680
C -1.142 4.420 3.696
C -1.611 3.140 3.088
C 2.740 -0.535 -1.937
C 4.799 -0.492 -3.269
C -0.309 3.847 -2.407
C -3.810 -0.659 3.642
C -4.844 -1.451 1.186
C -3.659 -4.285 -1.038
C 1.643 -2.581 -1.446
C -0.852 0.249 -3.423
C -1.216 -3.244 1.744
C -1.316 -0.549 -4.460
C -4.143 -5.454 -0.484
C -4.603 -1.793 3.552
C -5.118 -2.193 2.325
C 3.631 -3.592 1.355
B 0.180 3.103 1.208
H -3.832 0.246 0.377
H 2.270 4.640 2.864
H -1.188 5.254 2.997
H 4.387 -3.165 -3.380
H 1.824 -3.945 2.478
H 3.846 -4.643 1.206
H 1.321 -1.578 2.774
H -1.111 -1.611 -4.431
H -4.026 -3.953 -2.001
H -5.709 -3.098 2.254
H 4.529 1.634 2.396
H 2.103 1.419 -1.269
H 4.803 -0.531 0.493
H -4.017 -6.817 1.182
H 0.463 6.265 -1.469
H 5.712 1.398 -3.587
H -0.299 4.457 -3.294
H 2.547 -4.379 -2.290
H -2.405 -0.601 -6.309
H 1.460 5.546 -0.204
H 5.330 -2.931 0.214
H -0.112 4.346 4.048
H 2.973 4.745 1.256
H -3.335 2.483 4.300
H -4.795 -2.381 4.441
H -2.275 -5.460 2.322
H -2.103 3.222 -4.407
H -3.370 -0.370 4.588
H -5.210 -1.762 0.217
H 0.394 4.231 1.558
H -0.275 -0.257 -2.657
H -2.903 1.825 -6.276
H 5.548 -1.042 -3.829
H 3.956 2.642 -2.304
H -0.215 5.950 0.132
H 3.973 4.247 2.616
H 0.858 -3.187 -0.986
H -1.772 4.655 4.554
H -4.898 -6.016 -1.022
*
```

## Properties
E_LUMO in eV: 2.20

Just the Löwdin charges please, in e? Sure, here they are: La 1.798; S 0.481; O 0.036; O -0.340; N 0.025; N 0.029; N 0.038; N 0.033; N 0.032; N 0.009; C -0.253; C -0.067; C -0.043; C -0.110; C -0.059; C -0.083; C -0.024; C -0.022; C -0.259; C -0.096; C -0.147; C 0.029; C -0.093; C -0.045; C 0.033; C -0.095; C -0.154; C -0.249; C -0.253; C -0.593; C -0.051; C -0.268; C -0.272; C -0.186; C -0.186; C -0.091; C -0.067; C -0.047; C -0.108; C -0.038; C -0.188; C -0.027; C -0.271; C -0.220; C -0.059; C 0.021; C -0.036; C -0.081; C -0.162; C -0.172; C -0.073; C -0.586; C -0.083; C -0.110; C -0.083; C -0.085; C -0.087; B -0.511; H 0.101; H 0.071; H 0.077; H 0.098; H 0.092; H 0.100; H 0.107; H 0.102; H 0.081; H 0.101; H 0.111; H 0.084; H 0.117; H 0.089; H 0.079; H 0.089; H 0.108; H 0.095; H 0.097; H 0.064; H 0.102; H 0.077; H 0.069; H 0.109; H 0.097; H 0.109; H 0.104; H 0.112; H 0.103; H 0.103; H 0.032; H 0.095; H 0.100; H 0.091; H 0.079; H 0.079; H 0.075; H 0.077; H 0.092



Version two
DFT (the ωB97M-V functional and the def2-TZVPD basis) results for C47H39BLaN6O2S as an isolated structure.

Geometry as ORCA input:
```
! RIJCOSX wB97M-V def2-TZVPD def2/J DEFGRID3
* xyz -1 1
La 0.494 -0.294 -0.389
S -0.816 -1.956 -2.590
O 2.150 -1.801 -1.414
O 1.975 0.245 -2.180
N -1.682 -1.301 0.807
N -1.479 1.250 -1.601
N -2.811 -0.539 0.900
N -1.785 1.767 1.358
N -2.689 1.256 -0.976
N -0.478 1.784 0.999
C -1.699 1.537 -2.869
C 2.625 -1.589 -4.759
C 1.189 0.263 5.778
C 0.459 -0.162 3.524
C 2.032 -1.013 -2.390
C 2.295 -2.155 -5.982
C 1.593 2.786 1.588
C -3.343 -2.558 1.623
C 0.153 0.092 4.831
C 4.465 -0.433 2.297
C -1.995 -2.514 1.252
C 0.400 -2.089 -3.871
C -0.581 1.682 -3.822
C 0.179 -3.645 0.634
C 4.331 2.891 1.096
C 2.079 2.788 0.283
C -0.750 3.173 2.727
C 1.024 -2.695 -6.143
C 4.178 -0.202 3.608
C 1.701 -1.573 -3.729
C 3.442 2.832 0.033
C 3.420 -0.559 1.339
C 3.852 2.897 2.399
C -0.995 -3.599 1.376
C 1.495 2.725 -4.467
C -3.663 1.517 -1.877
C 2.082 -0.480 1.666
C 1.495 2.005 -5.652
C -3.819 -1.283 1.398
C -5.195 -0.761 1.648
C 1.803 -0.254 3.062
C 2.489 2.844 2.649
C -5.112 1.573 -1.531
C 0.841 -5.685 1.716
C 0.460 2.562 -3.559
C 0.458 1.120 -5.921
C 0.145 2.622 1.802
C -0.330 -5.656 2.462
C -0.574 0.959 -5.012
C -3.301 2.797 3.046
C -1.969 2.604 2.405
C 0.097 -2.659 -5.112
C 2.492 0.165 5.382
C -3.068 1.715 -3.106
C 1.094 -4.672 0.803
C -1.236 -4.623 2.293
C 2.826 -0.098 4.029
B -2.847 0.980 0.539
H -5.792 -1.547 2.109
H -0.892 -3.074 -5.260
H -1.363 0.241 -5.197
H 5.397 2.913 0.908
H 1.384 2.756 -0.550
H 1.555 -6.487 1.850
H -3.906 -3.394 1.997
H -3.726 1.850 3.380
H -3.931 1.366 0.871
H -5.512 0.582 -1.311
H -0.342 -0.302 2.807
H 3.293 0.282 6.103
H 0.430 -2.909 -0.120
H 2.304 3.408 -4.243
H 1.998 -4.665 0.211
H 3.010 -2.173 -6.794
H -2.134 -4.590 2.896
H 0.745 -3.147 -7.088
H -5.310 2.206 -0.667
H -0.533 -6.434 3.187
H 3.797 2.801 -0.988
H 0.475 0.521 -6.823
H -3.543 1.977 -4.035
H 0.460 3.119 -2.628
H 4.545 2.903 3.231
H 2.309 2.116 -6.357
H 0.951 0.463 6.816
H -3.191 3.448 3.913
H 3.604 -1.154 -4.599
H -0.881 0.164 5.145
H -0.542 3.881 3.509
H -5.691 -0.450 0.730
H 2.123 2.775 3.667
H -4.021 3.249 2.364
H 5.499 -0.512 1.981
H -5.663 1.968 -2.385
H -5.188 0.097 2.319
H 4.969 -0.088 4.343
H 3.717 -0.744 0.310
*
```

## Properties
E_LUMO in eV: 2.31

Just the Löwdin charges please, in e? Sure, here they are: La 1.915; S 0.511; O -0.149; O -0.168; N 0.007; N 0.025; N 0.036; N 0.037; N 0.034; N -0.001; C -0.284; C -0.044; C -0.109; C -0.057; C -0.715; C -0.118; C -0.172; C 0.025; C -0.095; C -0.105; C -0.242; C -0.629; C -0.176; C -0.045; C -0.090; C -0.062; C 0.037; C -0.117; C -0.080; C -0.188; C -0.072; C -0.156; C -0.082; C -0.145; C -0.086; C -0.269; C -0.207; C -0.093; C -0.267; C -0.021; C -0.220; C -0.026; C -0.027; C -0.093; C -0.047; C -0.083; C -0.263; C -0.093; C -0.033; C -0.025; C -0.268; C -0.136; C -0.064; C 0.033; C -0.055; C -0.040; C -0.202; B -0.495; H 0.079; H 0.091; H 0.116; H 0.100; H 0.088; H 0.096; H 0.105; H 0.074; H 0.103; H 0.074; H 0.080; H 0.100; H 0.017; H 0.098; H 0.112; H 0.087; H 0.102; H 0.091; H 0.073; H 0.095; H 0.106; H 0.099; H 0.109; H 0.104; H 0.104; H 0.095; H 0.088; H 0.078; H 0.115; H 0.093; H 0.109; H 0.067; H 0.118; H 0.080; H 0.094; H 0.077; H 0.069; H 0.100; H 0.072



Most stable = version one